[1]
The following is a quantum chemistry calculation of 2 unconnected molecules or ions with the total composition C2HFINO2 at a distorted geometry, from OMol25.

```
8
Properties=species:S:1:pos:R:3:forces:R:3
H 0.317223 -0.678025 -0.411443 1.09 -0.57 -0.35
N -1.323056 1.742387 -0.056214 -0.21 2.40 -0.19
C -1.494585 0.384143 0.100019 -0.33 0.03 0.14
C -2.460447 -0.476584 -0.064466 -1.05 1.50 0.17
O -2.350295 2.408702 -0.075493 -0.23 -0.35 0.11
F -2.228849 -1.734489 -0.164220 0.56 -1.92 0.01
O -0.220591 2.255527 -0.187529 -0.13 -1.27 0.19
I -4.541044 -0.145405 -0.086136 0.29 0.20 -0.07
```
Forces are in eV/Å.

Values from the calculation:
2S+1 = 3
frontier orbital gap (alpha / beta) = 8.079 / 7.048 eV
lowest unoccupied orbital energy (alpha / beta) = -0.04441 / -0.12113 Ha
energy relative to the best compared isomer or geometry (same formula, charge and spin) = 56.0 kcal/mol

***

[2]
The following is a quantum chemistry calculation of a single C18H20N2O4S molecule, from OMol25.

```
45
Properties=species:S:1:pos:R:3:forces:R:3
H -4.300210 -3.448678 4.196446 0.10 -0.14 0.13
C 2.905071 0.768393 -1.282779 -0.01 0.07 -0.18
C 0.055048 -1.592692 2.389190 0.22 -0.33 -0.30
H 4.039438 -0.448000 -4.233811 0.07 -0.09 -0.08
H 2.898458 2.234892 0.924828 -0.15 -0.14 0.02
C -5.954605 -1.994415 1.713044 0.28 0.12 -0.20
C -4.566154 -2.907389 3.306841 0.39 0.17 -0.07
S -4.396832 -1.579058 1.122072 -0.11 -0.34 0.48
H 0.531886 -1.068833 3.225762 0.01 -0.02 -0.03
N -1.380403 -1.432817 2.475352 0.17 0.10 0.01
H 3.954161 -1.011301 -1.816756 0.07 -0.12 0.04
C 3.004777 1.402657 -3.999492 -0.04 0.02 0.12
O 3.114439 1.620580 -5.342553 0.11 -0.26 0.15
H 1.937188 3.181445 -3.423394 -0.03 0.07 -0.07
N 0.128523 0.368565 0.950552 -0.26 -0.14 -0.17
H -6.820050 -1.699509 1.153839 -0.22 0.03 -0.08
O 0.458077 2.589698 1.080086 0.10 0.33 0.11
H 0.095875 -1.572452 0.232103 0.09 -0.02 0.05
H 3.078225 3.693850 -5.432489 -0.03 -0.03 0.00
C 2.388366 2.257740 -3.097874 0.08 0.00 -0.46
H -1.333771 0.508359 3.195508 -0.07 0.00 -0.06
H -1.785291 -0.002576 0.210757 0.01 0.01 0.02
C -1.309915 0.526822 1.042630 -0.25 0.32 0.25
H 2.805804 2.782615 -6.938108 -0.04 0.05 0.07
C -3.634933 -2.348773 2.481097 -0.56 0.06 -0.37
C -5.892153 -2.688168 2.877635 -0.16 0.06 -0.11
C -2.168965 -2.528555 2.591498 0.13 -0.16 0.17
C 0.914330 1.461943 1.015567 0.27 0.00 -0.16
H -1.537280 1.591780 0.981560 -0.01 -0.16 -0.03
H -2.877082 0.032306 2.460375 0.14 0.02 0.06
C 2.335618 1.942211 -1.746957 0.05 -0.19 0.41
C 2.593505 2.815138 -5.870560 -0.07 0.15 -0.07
C -1.795887 -0.054958 2.374445 -0.16 0.37 -0.21
O -1.704238 -3.638976 2.781686 -0.04 -0.20 0.06
C 3.565755 0.213907 -3.526815 -0.07 0.15 -0.08
H 1.511162 2.884829 -5.719864 0.04 0.01 0.01
O 2.923482 0.363129 0.030652 0.09 -0.08 -0.10
H 2.729645 0.807894 1.971549 -0.04 0.08 -0.10
C 3.517505 -0.098102 -2.188694 -0.09 0.10 0.13
H -6.757420 -3.040509 3.409262 -0.17 -0.04 0.06
C 0.548007 -1.011109 1.057789 0.22 -0.31 0.39
H 1.628866 -1.096928 0.981795 -0.12 -0.01 -0.03
C 2.432887 1.245405 1.011973 0.10 0.23 0.09
H 1.839478 2.628059 -1.079486 -0.05 0.08 0.12
H 0.279614 -2.658421 2.453738 0.02 0.16 0.03
```
Forces are in eV/Å.

Values from the calculation:
2S+1 = 1
SMILES = COc1ccc(OCC(=O)N2CCN(C(=O)c3cccs3)CC2)cc1
frontier orbital gap = 8.712 eV
lowest unoccupied orbital energy = 0.02272 Ha
energy relative to the best compared isomer or geometry (same formula, charge and spin) = 42.5 kcal/mol

***

[3]
The following is a quantum chemistry calculation of a molecular structure, C2H2Cl2O2S at a distorted geometry, from OMol25.

```
9
Properties=species:S:1:pos:R:3:forces:R:3
Cl -3.539201 0.695883 -1.274074 -0.72 0.22 -0.47
H -0.201748 1.031662 -0.150653 -0.66 -0.68 -0.69
O -2.263250 1.634856 1.026616 -1.24 -1.52 -0.22
Cl -2.085629 -2.190135 0.093337 -0.01 -3.68 -0.48
C -0.374423 -0.011091 -0.491709 -1.70 -2.43 3.42
O -3.856063 -0.383824 1.319155 1.57 1.67 -1.02
C -1.499481 -0.699713 0.102592 3.76 5.34 -2.22
S -2.851899 0.378733 0.582630 0.27 0.93 1.76
H 0.562831 -0.538328 -0.793838 -1.27 0.15 -0.09
```
Forces are in eV/Å.

Values from the calculation:
2S+1 = 1
frontier orbital gap = 9.479 eV
lowest unoccupied orbital energy = -0.02805 Ha
energy relative to the best compared isomer or geometry (same formula, charge and spin) = 50.7 kcal/mol

***

[4]
The following is a quantum chemistry calculation of a single C4H9IS molecule at a distorted geometry, from OMol25.

```
15
Properties=species:S:1:pos:R:3:forces:R:3
H -1.084969 -1.775851 0.149356 0.41 0.04 -0.03
C -0.773486 0.803394 -1.287618 0.43 0.82 1.09
C -0.459978 0.358109 0.160713 -0.32 0.34 2.07
H 1.703395 1.157867 0.427719 -1.87 -0.77 0.61
H -1.181119 1.879111 -1.179297 0.28 -1.83 -0.68
C -0.182676 -1.172888 0.301131 1.49 0.97 0.88
H 0.211151 0.876114 -1.884295 -1.75 -0.45 0.62
H -1.517292 0.019291 -1.618003 0.80 1.35 -0.50
S 1.241083 -1.714155 -0.763751 -0.71 0.02 -0.26
H 0.557274 2.293337 0.835947 -0.99 -0.55 0.29
I 1.080477 -4.018362 -0.230369 0.13 -0.06 -0.05
C 0.623562 1.188000 0.902447 3.22 0.20 0.03
H 0.803332 0.881161 2.011867 -0.64 0.50 -1.95
H 0.331301 -1.329418 1.287932 -1.38 -0.04 -0.50
H -1.352056 0.554290 0.886219 0.89 -0.53 -1.64
```
Forces are in eV/Å.

Values from the calculation:
2S+1 = 1
SMILES = CC(C)CSI
frontier orbital gap = 8.180 eV
lowest unoccupied orbital energy = -0.01394 Ha
energy relative to the best compared isomer or geometry (same formula, charge and spin) = 0.0 kcal/mol

***

[5]
The following is a quantum chemistry calculation of a single C6H10O molecule at a distorted geometry, from OMol25.

```
17
Properties=species:S:1:pos:R:3:forces:R:3
H 0.404479 2.285216 -0.129898 -0.25 0.37 0.21
H 1.805304 -2.654076 1.513343 0.33 0.00 0.35
C 0.974251 -0.881686 0.869640 0.25 0.11 0.31
H 2.092207 0.660341 -0.036323 0.10 0.11 -0.43
H -0.552654 1.237320 1.052743 -0.70 0.49 -0.41
H -1.718982 -1.044179 -1.427859 -0.40 0.13 0.27
O -0.250790 -1.358423 1.174284 -1.09 0.09 -0.41
C -1.039370 0.987181 -1.170819 -2.00 -1.50 -1.47
C 1.091571 0.418279 0.279744 0.40 -0.29 0.31
C 2.031347 -1.649103 1.190008 -1.03 -0.32 -0.19
C 0.030357 1.309541 0.140103 1.44 -0.05 1.29
C -1.992108 -0.072484 -1.011675 0.69 1.04 -0.52
H -3.031417 0.224476 -0.857952 0.31 -0.53 0.31
H 3.014676 -1.276637 1.121825 0.94 0.14 -0.31
H -0.965808 -0.937543 0.635753 0.38 -0.16 0.18
H -0.385434 0.806250 -2.006444 0.68 0.01 0.09
H -1.507629 1.945528 -1.336473 -0.06 0.37 0.44
```
Forces are in eV/Å.

Values from the calculation:
2S+1 = 1
frontier orbital gap = 5.355 eV
lowest unoccupied orbital energy = -0.05006 Ha
energy relative to the best compared isomer or geometry (same formula, charge and spin) = 103.5 kcal/mol

***

[6]
The following is a quantum chemistry calculation of a molecular structure, C52H53BrCl2N3O8P2Rb at a distorted geometry, from OMol25.

```
122
Properties=species:S:1:pos:R:3:forces:R:3
C 2.739969 3.237311 -3.070671 -0.28 0.20 -0.30
H -2.765708 -2.937361 2.375329 0.02 0.02 0.00
H -1.661177 -5.637715 -5.553061 -0.01 0.00 0.01
C -3.070111 -5.966625 -3.919529 0.04 0.01 0.02
H 5.172327 -2.869328 6.072888 -0.02 0.02 -0.02
H -4.007088 -4.649718 -5.382595 0.00 -0.01 0.01
H -2.037090 -3.565987 -4.738461 -0.01 -0.02 0.01
H 2.168077 -2.655148 3.011065 0.00 0.03 0.00
C -3.513133 -7.165898 -3.081991 -0.02 -0.06 0.02
N 1.208478 2.160113 -1.778602 0.21 -0.08 -0.26
H -4.861809 5.805787 -4.701120 -0.01 0.01 -0.01
H 6.916036 -0.368230 3.850311 0.01 -0.01 0.01
C -1.465148 -2.657832 -1.488776 0.12 0.09 0.26
H -1.122737 -6.820363 -4.364402 -0.01 0.00 0.00
O 3.579679 -4.644019 3.029759 0.05 -0.10 0.10
C 2.706935 -2.182255 3.821070 -0.23 0.12 0.01
C -1.995865 -6.447992 -4.904002 0.04 -0.03 -0.02
C 6.138487 0.102961 3.260665 -0.08 0.07 0.00
H -0.024870 -2.915352 0.848696 0.01 0.02 -0.01
H 5.076720 6.400754 1.082545 0.00 0.01 0.00
H -2.383204 -7.252565 -5.538195 0.00 0.00 0.00
C 4.617737 0.073759 1.389612 0.05 -0.02 0.04
Cl -1.648524 3.146769 2.041392 -0.04 -0.09 0.21
C 1.440399 3.453983 -3.629757 0.48 0.12 -0.03
H 1.466030 0.285877 -1.284840 0.07 -0.22 -0.17
P 2.730569 1.989753 0.692740 0.61 0.20 0.16
C 4.640584 1.951217 2.866635 -0.09 0.11 0.01
O 1.472747 1.108057 3.311226 0.00 0.06 0.33
C 2.534683 2.441224 -1.964344 -0.07 -0.21 0.46
N 4.063536 -4.237674 4.062590 -0.11 0.57 0.11
C -2.033787 -3.675913 -3.659748 0.02 -0.01 -0.04
H 4.468597 2.440709 -0.988136 0.00 0.02 -0.04
C -4.476396 2.922720 -0.828619 -0.04 0.01 0.05
C -2.028640 6.185016 -2.116263 -0.02 0.07 -0.03
H 5.981698 -1.512784 1.853799 -0.01 0.00 0.01
H -2.827831 -5.766510 -1.163150 -0.02 -0.04 -0.01
H 2.887708 0.726933 5.530165 -0.01 -0.01 0.00
H -4.637108 3.995125 -0.822897 0.01 0.00 0.00
H -3.930306 -0.889056 -0.807372 -0.01 0.00 0.00
C 4.124298 1.338724 1.724509 -0.02 -0.03 -0.13
H 3.688191 3.614160 -3.428939 0.00 0.00 -0.01
O 4.833269 -4.861756 4.771521 -0.04 -0.08 -0.09
C -1.531265 1.892765 3.305784 -0.22 -0.02 -0.20
H -6.167511 0.045551 -0.213153 0.00 0.00 0.01
Rb -0.059488 0.277678 0.871061 -0.86 0.69 -0.17
H -3.514580 -5.453892 0.873369 0.00 0.02 0.00
H -4.702612 -6.277048 -5.329929 0.01 0.00 0.00
H -1.225203 6.287151 -1.395781 0.00 -0.01 0.00
C -5.348778 0.702793 -0.479323 0.04 0.06 -0.01
C 3.527088 1.886287 -0.974729 -0.10 0.12 -0.18
H 5.022392 3.944829 0.920579 -0.01 0.01 0.00
H -1.890096 -6.151462 0.762016 0.02 0.02 0.00
H 0.126030 -4.674419 0.768461 -0.01 0.00 0.02
H 2.958260 7.688121 1.147067 0.00 0.01 0.00
O -0.989503 -1.676531 -0.810765 0.03 0.15 -0.09
Br -0.854227 -1.102692 -3.793870 0.02 0.03 -0.02
C -5.524733 2.081751 -0.479512 0.06 -0.03 -0.03
C -2.557692 4.921331 -2.361420 0.01 -0.01 -0.10
H -2.070529 8.278096 -2.590623 0.00 0.01 0.00
O 1.630752 -0.608393 -0.900080 0.18 -0.10 -0.41
H 3.750705 0.835420 -1.173471 -0.02 -0.02 -0.01
H -3.901633 8.046285 -4.242148 0.00 0.01 0.00
C 2.391903 -0.883900 4.210091 0.22 0.06 -0.02
H -3.890008 -7.953373 -3.741176 0.00 0.00 0.01
H -4.310876 -6.901246 -2.385120 -0.01 0.03 -0.02
C -1.529275 -2.639014 -2.905958 -0.09 -0.15 0.01
H -5.059760 -5.103831 -4.045228 0.00 -0.01 0.00
H -2.685893 -7.579340 -2.501425 0.02 0.01 -0.02
H 4.204398 -0.449915 0.534009 0.00 -0.01 0.02
C -1.961964 -3.850633 -0.872270 -0.10 -0.17 -0.07
C -0.475751 -3.851286 1.164107 0.00 -0.06 -0.01
C 2.879160 3.812802 0.915802 0.03 -0.03 0.03
C -3.580699 4.805619 -3.306212 -0.01 -0.03 0.01
C -2.504154 7.306096 -2.791399 0.00 -0.06 0.03
H 0.760403 -1.053203 -0.973602 0.26 -0.30 -0.53
C 3.700862 -2.853820 4.497931 0.25 -0.65 -0.15
C -2.465832 -4.881230 -1.662938 0.11 0.14 0.08
H -2.403050 -5.334951 2.241398 0.00 0.00 0.00
C -3.526975 7.176020 -3.716743 -0.01 -0.05 -0.01
C 4.091857 4.500752 0.959298 0.01 0.01 0.01
H -3.828863 -2.971573 0.954272 0.00 -0.01 0.02
C -2.466799 -5.308130 1.150540 -0.04 -0.06 0.03
C 0.565302 2.771768 -2.812185 -0.35 -0.25 0.25
C 4.058915 -1.033198 5.907400 0.36 0.32 0.60
C -3.057618 1.025493 -1.145619 -0.07 -0.15 0.00
C -4.066330 5.918338 -3.974211 0.05 0.03 0.05
H -2.110830 0.550840 -1.373744 0.09 0.06 -0.09
H -0.489051 1.573235 3.347327 -0.11 -0.04 0.08
H 6.014174 1.851845 4.505738 0.00 0.00 0.00
H -1.289322 3.098276 -3.847300 0.03 -0.04 -0.02
C 1.723727 5.935549 1.024191 0.02 -0.05 -0.01
P -1.772540 3.493917 -1.500640 -0.04 0.01 0.27
C 1.698223 4.547584 0.942589 0.01 0.04 -0.04
H 0.791428 6.487687 1.032484 0.00 0.01 0.00
C -0.923673 2.649681 -2.920152 0.03 0.14 -0.15
C 4.400907 -2.318977 5.559474 -0.02 -0.04 -0.03
H 1.184377 4.029139 -4.510025 0.01 0.00 0.01
C 3.088744 -0.298544 5.256507 0.01 0.10 -0.19
O 0.273367 -0.785904 3.222447 0.42 -0.19 0.45
H -2.439273 -1.878242 0.992268 0.03 0.00 -0.01
H -1.230709 1.602897 -2.924894 0.01 0.00 0.03
H 4.253902 2.915401 3.175818 -0.01 -0.03 -0.01
Cl -2.573198 0.501719 2.896611 -0.11 0.29 0.24
H -6.483439 2.507395 -0.206494 -0.01 0.01 0.00
C -2.790353 -2.864827 1.283747 -0.04 -0.02 0.02
H -0.451515 -3.896747 2.257134 -0.01 0.01 -0.01
C 1.287519 -0.107791 3.510516 -0.34 -0.40 0.27
C -2.514638 -4.834642 -3.055178 -0.04 0.08 -0.06
N 4.814237 -0.392817 7.027404 -0.22 -0.18 -0.51
C 5.616790 -0.533505 2.142967 -0.08 0.00 -0.02
C 2.935538 6.606414 1.084453 0.03 -0.04 0.00
O 4.497641 0.736117 7.345362 0.12 -0.18 0.08
H -4.000553 3.827809 -3.514994 0.01 0.01 0.00
C -1.923243 -3.966438 0.656797 0.02 0.03 -0.08
C -3.226976 2.410214 -1.183938 0.02 0.00 -0.10
H 0.751913 4.028036 0.862818 -0.02 0.00 0.01
H -1.876206 2.308480 4.244069 -0.03 0.02 -0.01
C 5.634796 1.347961 3.623458 0.04 -0.07 -0.01
O 5.712207 -1.037576 7.539999 -0.11 0.17 0.05
C -4.108213 0.179900 -0.813514 0.02 0.03 0.08
C -4.282775 -5.471052 -4.718865 -0.03 0.05 -0.01
C 4.124465 5.884231 1.050218 -0.06 -0.02 -0.01
```
Forces are in eV/Å.

Values from the calculation:
2S+1 = 1
frontier orbital gap = 5.022 eV
charge = -2
lowest unoccupied orbital energy = 0.11084 Ha
energy relative to the best compared isomer or geometry (same formula, charge and spin) = 7.3 kcal/mol